No. 1
ORCA calculation (ωB97M-V with the def2-TZVPD basis set) on a 2-piece molecular cluster, C5H10NO3 overall at a distorted geometry.

Values from the calculation:
LUMO level: 3.567 eV
spin multiplicity: 1
highest occupied orbital energy: -0.1336 hartree
maximum force: 7.5 eV Å⁻¹
charge: -1
ΔE to the lowest compared entry with this formula, charge and spin: 52.1 kcal/mol
Kohn-Sham gap: 7.2023 eV

Structure (XYZ):
```
19
C5H10NO3 (ωB97M-V with the def2-TZVPD basis set)
C -1.263 1.305 -0.867
C -0.023 1.532 -1.661
C -1.512 -0.117 -0.264
O -2.244 -0.129 0.696
N -1.291 -1.408 -1.031
H -1.325 2.046 -0.091
H -2.128 1.560 -1.506
H -0.208 2.419 -2.422
H -1.090 -1.995 -0.225
H -0.826 -1.325 -1.846
H 0.303 0.651 -2.230
H 0.890 1.825 -1.068
C 1.041 -0.813 2.252
C 2.120 -1.025 1.202
O 2.002 -0.162 0.266
O 3.022 -1.840 1.255
H 1.543 -0.158 2.997
H 0.908 -1.888 2.558
H 0.080 -0.478 1.988
```

The computed Mulliken charges, all in e, follow: atom 1 (C): -0.263, atom 2 (C): -0.889, atom 3 (C): 0.337, atom 4 (O): -0.549, atom 5 (N): -0.465, atom 6 (H): 0.257, atom 7 (H): 0.294, atom 8 (H): 0.287, atom 9 (H): 0.291, atom 10 (H): 0.241, atom 11 (H): 0.227, atom 12 (H): 0.206, atom 13 (C): -0.713, atom 14 (C): 0.503, atom 15 (O): -0.679, atom 16 (O): -0.734, atom 17 (H): 0.210, atom 18 (H): 0.205, atom 19 (H): 0.233



No. 2
ORCA calculation (ωB97M-V with the def2-TZVPD basis set) on one molecule with the formula C5H10NO3P at a distorted geometry.

Values from the calculation:
LUMO level: 0.760 eV
spin multiplicity: 1
highest occupied orbital energy: -0.3795 hartree
maximum force: 6.0 eV Å⁻¹
charge: 0
ΔE to the lowest compared entry with this formula, charge and spin: 0.0 kcal/mol
Kohn-Sham gap: 11.0858 eV

Structure (XYZ):
```
20
C5H10NO3P (ωB97M-V with the def2-TZVPD basis set)
C -2.267 -0.301 -0.128
C -1.948 1.109 0.419
C -0.888 -0.962 -0.128
C -0.499 1.435 -0.049
C 0.204 0.035 -0.020
N 3.067 -1.490 0.177
O 3.321 1.151 -0.090
O 1.310 0.036 -1.137
O 1.108 0.085 1.022
P 2.381 0.107 0.064
H -3.058 -0.819 0.499
H -2.727 -0.206 -1.082
H -2.648 1.831 0.122
H -1.788 1.022 1.540
H -0.775 -1.785 0.614
H -0.841 -1.403 -1.158
H -0.548 1.704 -1.108
H -0.079 2.179 0.602
H 2.649 -2.370 -0.055
H 4.027 -1.358 -0.105
```

The computed Mulliken charges, all in e, follow: atom 1 (C): -0.570, atom 2 (C): -0.679, atom 3 (C): -0.951, atom 4 (C): -0.977, atom 5 (C): 1.206, atom 6 (N): -0.532, atom 7 (O): -0.641, atom 8 (O): -0.503, atom 9 (O): -0.406, atom 10 (P): 0.937, atom 11 (H): 0.264, atom 12 (H): 0.364, atom 13 (H): 0.407, atom 14 (H): 0.250, atom 15 (H): 0.380, atom 16 (H): 0.242, atom 17 (H): 0.308, atom 18 (H): 0.415, atom 19 (H): 0.234, atom 20 (H): 0.253



No. 3
ORCA calculation (ωB97M-V with the def2-TZVPD basis set) on an isolated ion of composition C5H10NOS and charge -1 at a distorted geometry.

Values from the calculation:
LUMO level: 3.841 eV
spin multiplicity: 1
highest occupied orbital energy: -0.1030 hartree
maximum force: 4.2 eV Å⁻¹
charge: -1
ΔE to the lowest compared entry with this formula, charge and spin: 59.0 kcal/mol
Kohn-Sham gap: 6.6435 eV

Structure (XYZ):
```
18
C5H10NOS (ωB97M-V with the def2-TZVPD basis set)
C -1.088 0.827 0.369
N -0.728 -0.566 0.459
C 0.582 -0.812 -0.140
C 0.611 -2.035 -1.058
S -0.727 -1.959 -2.310
C 0.976 0.496 -0.799
O 1.678 1.311 -0.211
C -0.606 1.645 1.582
H -0.313 1.254 -0.441
H -2.161 0.941 0.261
H -1.387 -1.175 -0.018
H 1.325 -1.022 0.639
H 0.452 -2.938 -0.467
H 1.608 -2.062 -1.513
H 1.104 0.467 -1.896
H 0.136 2.348 1.178
H -0.067 1.048 2.315
H -1.395 2.233 2.050
```

The computed Mulliken charges, all in e, follow: atom 1 (C): 0.022, atom 2 (N): -0.553, atom 3 (C): 0.085, atom 4 (C): -1.167, atom 5 (S): -0.626, atom 6 (C): 0.031, atom 7 (O): -0.581, atom 8 (C): -1.206, atom 9 (H): -0.073, atom 10 (H): 0.515, atom 11 (H): 0.307, atom 12 (H): 0.202, atom 13 (H): 0.314, atom 14 (H): 0.406, atom 15 (H): 0.391, atom 16 (H): 0.296, atom 17 (H): 0.311, atom 18 (H): 0.327



No. 4
ORCA calculation (ωB97M-V with the def2-TZVPD basis set) on an isolated ion of composition C5H10NOS and charge -1 at a distorted geometry.

Values from the calculation:
LUMO level: 3.479 eV
spin multiplicity: 1
highest occupied orbital energy: -0.0910 hartree
maximum force: 1.8 eV Å⁻¹
charge: -1
ΔE to the lowest compared entry with this formula, charge and spin: 20.3 kcal/mol
Kohn-Sham gap: 5.9541 eV

Structure (XYZ):
```
18
C5H10NOS (ωB97M-V with the def2-TZVPD basis set)
C -0.800 0.854 -0.272
C -1.433 -0.477 -0.598
S -2.549 -1.025 0.773
C 0.696 1.001 -0.500
N 1.446 -0.034 0.046
C 1.167 -0.572 1.351
C 2.740 -0.335 -0.535
O 1.214 1.868 -1.165
H -1.079 1.139 0.750
H -1.223 1.664 -0.870
H -2.036 -0.364 -1.510
H -0.829 -1.370 -0.746
H 0.438 -1.396 1.357
H 2.070 -0.878 1.874
H 0.608 0.178 1.927
H 2.946 0.341 -1.360
H 2.701 -1.353 -0.917
H 3.569 -0.336 0.174
```

The computed Mulliken charges, all in e, follow: atom 1 (C): -0.811, atom 2 (C): -0.716, atom 3 (S): -0.696, atom 4 (C): 0.610, atom 5 (N): 0.220, atom 6 (C): -0.954, atom 7 (C): -1.057, atom 8 (O): -0.681, atom 9 (H): 0.333, atom 10 (H): 0.335, atom 11 (H): 0.304, atom 12 (H): 0.248, atom 13 (H): 0.247, atom 14 (H): 0.328, atom 15 (H): 0.325, atom 16 (H): 0.343, atom 17 (H): 0.332, atom 18 (H): 0.291



No. 5
ORCA calculation (ωB97M-V with the def2-TZVPD basis set) on one molecule with the formula C5H10NP at a distorted geometry.

Values from the calculation:
LUMO level: 0.488 eV
spin multiplicity: 1
highest occupied orbital energy: -0.3059 hartree
maximum force: 4.6 eV Å⁻¹
charge: 0
ΔE to the lowest compared entry with this formula, charge and spin: 44.5 kcal/mol
Kohn-Sham gap: 8.8121 eV

Structure (XYZ):
```
17
C5H10NP (ωB97M-V with the def2-TZVPD basis set)
C 0.760 -1.257 -0.032
C 0.346 -1.100 1.376
C 0.529 0.386 1.643
C -0.033 1.059 0.398
C -0.739 0.218 -1.817
N 0.342 0.300 -0.796
P 1.360 -2.502 -0.926
H -0.741 -1.268 1.282
H 0.898 -1.807 2.015
H -0.025 0.742 2.510
H 1.530 0.669 1.815
H -1.182 1.044 0.546
H 0.221 2.116 0.217
H -1.327 -0.743 -1.678
H -1.509 0.926 -1.517
H -0.316 0.318 -2.847
H 1.825 -1.661 -2.040
```

The computed Mulliken charges, all in e, follow: atom 1 (C): 0.215, atom 2 (C): -0.449, atom 3 (C): -0.696, atom 4 (C): -0.546, atom 5 (C): -0.899, atom 6 (N): -0.220, atom 7 (P): -0.204, atom 8 (H): 0.208, atom 9 (H): 0.382, atom 10 (H): 0.305, atom 11 (H): 0.323, atom 12 (H): 0.299, atom 13 (H): 0.317, atom 14 (H): 0.313, atom 15 (H): 0.381, atom 16 (H): 0.259, atom 17 (H): 0.012



No. 6
ORCA calculation (ωB97M-V with the def2-TZVPD basis set) on a 2-piece molecular cluster, C5H10NP overall at a distorted geometry.

Values from the calculation:
LUMO level (alpha / beta): 0.526 / 0.685 eV
spin multiplicity: 1
highest occupied orbital energy (alpha / beta): -0.2459 / -0.2510 hartree
maximum force: 4.4 eV Å⁻¹
charge: 0
ΔE to the lowest compared entry with this formula, charge and spin: 123.2 kcal/mol
Kohn-Sham gap (alpha / beta): 7.2174 / 7.5159 eV

Structure (XYZ):
```
17
C5H10NP (ωB97M-V with the def2-TZVPD basis set)
C -1.723 0.388 0.064
C 0.702 -0.743 0.071
C -1.851 1.831 -0.079
C 0.281 -2.112 -0.019
C 3.031 0.469 0.029
N -2.377 -0.661 0.021
P 1.128 0.796 -0.215
H -1.112 2.478 -0.584
H -2.872 2.043 -0.524
H -1.796 2.300 0.880
H 0.500 -2.841 -0.748
H -0.764 -1.915 -0.087
H 0.483 -2.595 0.943
H 3.075 0.117 0.991
H 3.283 -0.152 -0.910
H 3.420 1.429 0.068
H -3.405 -0.831 0.100
```

The computed Mulliken charges, all in e, follow: atom 1 (C): 0.479, atom 2 (C): 0.115, atom 3 (C): -1.110, atom 4 (C): -0.600, atom 5 (C): -1.164, atom 6 (N): -0.534, atom 7 (P): -0.089, atom 8 (H): 0.310, atom 9 (H): 0.294, atom 10 (H): 0.316, atom 11 (H): 0.358, atom 12 (H): 0.161, atom 13 (H): 0.243, atom 14 (H): 0.350, atom 15 (H): 0.279, atom 16 (H): 0.387, atom 17 (H): 0.206



No. 7
ORCA calculation (ωB97M-V with the def2-TZVPD basis set) on C5H10NS as an isolated structure at a distorted geometry.

Values from the calculation:
LUMO level: -3.469 eV
spin multiplicity: 1
highest occupied orbital energy: -0.4746 hartree
maximum force: 6.4 eV Å⁻¹
charge: +1
ΔE to the lowest compared entry with this formula, charge and spin: 106.3 kcal/mol
Kohn-Sham gap: 9.4456 eV

Structure (XYZ):
```
17
C5H10NS (ωB97M-V with the def2-TZVPD basis set)
C -0.990 -2.017 -0.069
C -1.201 -1.822 1.205
C 0.080 -0.267 -0.019
C 1.483 -0.710 -0.097
C 0.027 2.248 -0.075
N -0.315 0.901 -0.803
S -0.564 -0.222 1.763
H -1.276 -2.500 -0.926
H -1.748 -2.533 1.798
H 2.129 -0.009 0.289
H 1.734 -1.116 -1.095
H 1.654 -1.588 0.468
H -0.778 3.064 -0.286
H -0.130 2.106 1.014
H 0.919 2.704 -0.489
H 0.220 0.824 -1.678
H -1.244 0.937 -1.002
```

The computed Mulliken charges, all in e, follow: atom 1 (C): -0.571, atom 2 (C): -0.133, atom 3 (C): 0.020, atom 4 (C): -1.368, atom 5 (C): -0.718, atom 6 (N): 0.045, atom 7 (S): -0.097, atom 8 (H): 0.409, atom 9 (H): 0.418, atom 10 (H): 0.426, atom 11 (H): 0.400, atom 12 (H): 0.435, atom 13 (H): 0.361, atom 14 (H): 0.301, atom 15 (H): 0.322, atom 16 (H): 0.395, atom 17 (H): 0.355



Repeat the sixth record exactly.
ORCA calculation (ωB97M-V with the def2-TZVPD basis set) on a 2-piece molecular cluster, C5H10NP overall at a distorted geometry.

Values from the calculation:
LUMO level (alpha / beta): 0.526 / 0.685 eV
spin multiplicity: 1
highest occupied orbital energy (alpha / beta): -0.2459 / -0.2510 hartree
maximum force: 4.4 eV Å⁻¹
charge: 0
ΔE to the lowest compared entry with this formula, charge and spin: 123.2 kcal/mol
Kohn-Sham gap (alpha / beta): 7.2174 / 7.5159 eV

Structure (XYZ):
```
17
C5H10NP (ωB97M-V with the def2-TZVPD basis set)
C -1.723 0.388 0.064
C 0.702 -0.743 0.071
C -1.851 1.831 -0.079
C 0.281 -2.112 -0.019
C 3.031 0.469 0.029
N -2.377 -0.661 0.021
P 1.128 0.796 -0.215
H -1.112 2.478 -0.584
H -2.872 2.043 -0.524
H -1.796 2.300 0.880
H 0.500 -2.841 -0.748
H -0.764 -1.915 -0.087
H 0.483 -2.595 0.943
H 3.075 0.117 0.991
H 3.283 -0.152 -0.910
H 3.420 1.429 0.068
H -3.405 -0.831 0.100
```

The computed Mulliken charges, all in e, follow: atom 1 (C): 0.479, atom 2 (C): 0.115, atom 3 (C): -1.110, atom 4 (C): -0.600, atom 5 (C): -1.164, atom 6 (N): -0.534, atom 7 (P): -0.089, atom 8 (H): 0.310, atom 9 (H): 0.294, atom 10 (H): 0.316, atom 11 (H): 0.358, atom 12 (H): 0.161, atom 13 (H): 0.243, atom 14 (H): 0.350, atom 15 (H): 0.279, atom 16 (H): 0.387, atom 17 (H): 0.206



Question: Which of these has the highest maximum force?
Answer: C5H10NO3